(1)
68
Properties=species:S:1:pos:R:3:forces:R:3:lowdin_charge:R:1 method="wB97M-V/def2-TZVPD" lumo_ev=-4.208 orbital_gap_ev=4.7489 total_charge=+1 energy_ev=-38637.02578
C 0.790569 -1.353930 3.030586 0.231 -0.096 -0.075 -0.017
N -0.310654 -0.876762 2.239341 0.414 -0.322 -0.299 -0.049
C -1.127583 -1.695773 1.467264 -1.252 -0.240 1.156 -0.290
C -1.371577 -3.040201 1.662447 0.949 1.548 -0.469 0.029
N -1.903531 -0.830516 0.721090 0.162 -0.225 -0.276 -0.054
C -2.750231 -1.279978 -0.346576 0.069 -0.051 -0.249 -0.017
C -1.573455 0.486993 0.994784 -0.256 0.556 0.191 -0.160
C -0.561632 0.458575 1.960827 -0.139 0.511 0.146 -0.159
C -0.081728 1.624821 2.558430 -0.277 -0.326 -0.397 -0.015
C -0.673126 2.828863 2.149932 -0.280 -0.024 -0.279 -0.093
C -1.696381 2.855053 1.178863 0.286 -0.068 0.220 -0.092
C -2.164667 1.678089 0.576904 0.407 -0.299 0.290 -0.014
H 1.190702 -0.520569 3.611978 -0.047 -0.216 -0.044 0.082
H 0.476653 -2.149129 3.714302 -0.045 0.108 -0.042 0.086
H 1.586387 -1.742804 2.379853 -0.083 0.033 0.216 0.106
H -2.162962 -3.519357 1.096878 0.482 -0.238 0.064 0.038
H -0.580124 -3.544099 2.199976 -0.375 -0.257 -0.144 0.017
H -3.339822 -0.432364 -0.698889 -0.019 -0.242 -0.018 0.084
H -2.139257 -1.671102 -1.172545 -0.227 0.066 0.080 0.108
H -3.412667 -2.079339 -0.002061 -0.049 0.183 -0.049 0.080
H 0.702066 1.562555 3.314898 -0.256 0.279 -0.223 0.103
H -0.350167 3.770108 2.598207 -0.067 -0.316 -0.153 0.103
H -2.138721 3.812987 0.903695 0.155 -0.281 0.048 0.103
H -2.961599 1.650835 -0.167217 0.226 0.286 0.243 0.104
C -5.052932 -2.146847 4.209253 -0.374 0.313 -0.525 0.017
C -3.995338 -3.038538 4.699894 1.031 0.582 1.152 -0.156
N -3.255908 -2.715511 5.787668 -1.248 0.015 -1.397 -0.009
C -3.470738 -1.521886 6.582411 -0.112 0.366 0.178 0.021
C -2.404747 -3.768361 6.135378 -0.038 -0.962 -0.035 -0.151
C -2.658981 -4.836001 5.236396 0.234 0.266 0.877 -0.089
C -2.097871 -6.075389 5.529821 0.406 -0.008 -0.094 0.001
C -1.185656 -6.179050 6.594114 -0.170 0.263 -0.069 -0.047
C -0.914247 -5.084901 7.434355 -0.329 -0.038 -0.286 -0.056
C -1.572799 -3.861321 7.241542 0.036 -0.256 -0.140 0.002
C -3.624616 -4.337871 4.247995 0.424 -1.091 -1.126 -0.080
C -4.060180 -4.945348 3.065681 -0.856 0.687 1.592 0.102
C -3.788395 -6.283262 2.646453 0.232 -1.186 -0.699 -0.104
C -4.670465 -7.369192 2.380145 1.351 0.822 -0.071 -0.188
C -6.121972 -7.491898 2.588149 -0.621 0.184 0.107 -0.004
N -3.934184 -8.455580 2.022815 0.020 0.194 -0.056 -0.046
C -4.485490 -9.773237 1.785624 -0.165 -0.178 0.032 0.007
C -2.576538 -8.146016 1.990344 -0.271 0.608 0.360 -0.156
C -2.456471 -6.787214 2.370287 -0.108 -0.838 0.352 -0.142
C -1.198116 -6.217422 2.483607 0.513 -0.101 -0.291 -0.040
C -0.071536 -7.002342 2.209634 -0.480 0.213 0.048 -0.057
C -0.211407 -8.355886 1.840539 -0.435 -0.087 0.099 -0.067
C -1.477727 -8.956883 1.736700 0.496 0.312 -0.033 -0.002
H -5.525420 -2.603133 3.337380 -0.048 0.188 0.137 0.083
H -5.828897 -1.966814 4.970327 0.280 -0.131 -0.146 0.111
H -4.658034 -1.167747 3.906525 -0.002 -0.191 0.089 0.109
H -2.769581 -1.531940 7.415208 -0.148 0.101 -0.119 0.086
H -3.315611 -0.608384 5.994322 0.041 -0.306 0.065 0.112
H -4.495362 -1.508801 6.978114 0.279 -0.045 -0.057 0.112
H -2.358091 -6.941602 4.924888 0.251 0.174 0.189 0.116
H -0.682090 -7.132658 6.770551 -0.255 0.330 0.011 0.114
H -0.225797 -5.204161 8.269639 -0.173 0.047 -0.220 0.112
H -1.475538 -3.027516 7.938853 0.184 -0.359 -0.197 0.110
H -4.746526 -4.359685 2.450043 -0.206 -0.134 0.292 0.127
H -6.507509 -6.525926 2.920990 -0.136 -0.189 -0.009 0.086
H -6.663346 -7.791081 1.680645 0.205 0.093 0.115 0.099
H -6.351087 -8.246768 3.354826 0.053 0.248 -0.117 0.100
H -3.662316 -10.441232 1.533263 -0.237 0.012 0.027 0.084
H -4.986018 -10.146119 2.689362 0.133 0.019 -0.241 0.105
H -5.203913 -9.760654 0.955807 0.206 -0.001 0.195 0.106
H -1.150022 -5.164484 2.744754 0.288 -0.454 0.102 0.067
H 0.920630 -6.549719 2.289107 -0.331 -0.264 -0.057 0.109
H 0.684724 -8.944900 1.651490 -0.258 0.097 0.014 0.106
H -1.621693 -10.006633 1.477529 0.325 0.317 0.013 0.107

(2)
67
Properties=species:S:1:pos:R:3:forces:R:3:lowdin_charge:R:1 method="wB97M-V/def2-TZVPD" lumo_ev="2.309 / 2.307" orbital_gap_ev="2.8029 / 4.9501" total_charge=-1 multiplicity=5 energy_ev=-68570.10963
C 0.602676 1.706534 4.194256 0.000 -0.298 -0.412 -0.100
C 0.371124 0.359696 3.888270 0.364 0.077 -0.339 -0.064
C 1.035582 -0.214667 2.798874 -0.024 0.110 -0.005 -0.029
C 1.904752 0.534506 1.984462 -0.894 -0.092 1.339 -0.246
C 2.505236 -0.071247 0.803858 0.031 0.103 -2.100 -0.004
C 1.808376 -0.540561 -0.292965 0.178 1.459 1.403 -0.191
N 2.415933 -0.774992 -1.509791 0.613 -1.072 -0.856 -0.084
C 3.869379 -0.644673 -1.575032 -0.157 -0.167 -0.073 -0.184
C 4.476440 -1.323563 -2.796664 -0.041 -0.165 -0.074 -0.190
C 3.827248 -0.842830 -4.089167 -0.067 -0.119 0.108 -0.217
C 2.316286 -1.042891 -4.015032 0.033 -0.244 0.052 -0.188
C 1.692338 -0.453659 -2.747903 0.072 0.289 -0.038 -0.153
C 0.320466 -0.759598 -0.240782 0.159 -0.029 -0.324 -0.198
C -0.590713 0.265668 0.032662 0.037 -0.336 0.161 -0.032
C -1.935930 -0.041779 0.246424 0.203 -0.468 -0.212 -0.073
C -2.349986 -1.377722 0.163795 -0.011 -0.128 -0.042 -0.083
C -1.453511 -2.400324 -0.194852 -0.187 0.664 -0.077 -0.073
C -0.132829 -2.066051 -0.457275 0.064 0.111 0.534 -0.042
C 2.127609 1.885776 2.325373 -0.066 -0.319 -0.261 -0.056
C 1.464854 2.472257 3.403407 0.146 -0.225 0.087 -0.106
H 0.107489 2.159812 5.037267 -0.104 0.069 0.136 0.090
H -0.309244 -0.259980 4.479525 0.266 0.334 -0.135 0.096
H 0.893509 -1.270559 2.544685 -0.032 0.401 0.235 0.104
H 3.575516 0.112498 0.670862 -0.414 0.036 0.092 0.092
H 4.163348 0.415143 -1.584037 -0.015 0.134 0.114 0.129
H 4.302856 -1.103205 -0.680310 -0.160 0.110 -0.129 0.119
H 5.552580 -1.111687 -2.809900 -0.137 -0.060 0.041 0.110
H 4.359380 -2.414929 -2.705567 -0.013 0.246 -0.015 0.119
H 4.053309 0.218909 -4.241262 0.006 -0.025 0.004 0.111
H 4.234431 -1.397295 -4.940569 -0.015 0.141 0.012 0.105
H 1.838883 -0.573417 -4.884540 -0.029 -0.096 0.181 0.110
H 2.086154 -2.116651 -4.065425 0.095 0.141 0.053 0.115
H 0.666436 -0.816382 -2.681625 0.086 0.089 0.171 0.113
H 1.632204 0.641523 -2.885980 0.048 -0.031 0.161 0.128
H -0.237961 1.288912 0.119085 0.004 -0.122 0.100 0.120
H -2.646480 0.751276 0.491145 0.211 -0.313 -0.069 0.103
H -3.388494 -1.633332 0.372601 0.226 0.072 -0.017 0.098
H -1.765076 -3.440460 -0.263480 -0.094 0.264 0.015 0.101
H 0.594505 -2.822808 -0.742921 -0.127 0.037 0.128 0.122
H 2.801428 2.475776 1.699684 -0.174 -0.091 0.181 0.104
H 1.633865 3.529579 3.640598 -0.054 -0.454 -0.095 0.096
C -0.203306 -5.349548 2.753249 -0.514 -0.751 0.276 -0.142
C 0.066724 -4.091653 3.498840 -0.297 -0.025 -0.207 -0.122
C 0.234798 -4.193585 4.889463 1.553 -0.006 1.295 -0.320
C 0.260720 -3.093620 5.876389 2.000 -0.136 -0.880 -0.139
C 0.576212 -3.644962 7.164314 2.494 -0.393 -0.355 -0.194
C 0.668224 -5.108397 7.050850 1.827 1.031 -0.243 -0.194
C 0.397800 -5.466064 5.679306 1.816 0.808 -1.134 -0.160
Fe -1.076319 -4.459832 6.448772 0.200 0.111 -0.973 0.254
C -2.714737 -5.368797 5.847726 -1.969 0.069 1.121 -0.198
C -2.861976 -3.916945 5.869726 -1.730 -0.453 0.527 -0.196
C -2.587891 -3.461594 7.224743 -1.893 -0.404 0.611 -0.200
C -2.281790 -4.626689 8.037525 -2.632 -0.345 0.066 -0.201
C -2.356895 -5.801242 7.190381 -2.050 0.019 0.471 -0.193
H -0.908090 -5.207848 1.922562 0.236 0.022 -0.002 0.051
H 0.663980 -5.937371 2.385708 -0.131 0.429 0.073 0.068
H -0.707612 -6.004641 3.495759 0.108 0.010 -0.627 0.057
H -0.092778 -3.136294 2.999166 0.106 -0.132 0.249 0.064
H 0.208640 -2.063930 5.561673 0.054 0.108 0.281 0.074
H 0.804108 -3.087042 8.069203 -0.350 -0.037 -0.185 0.090
H 0.949127 -5.786540 7.850074 -0.193 0.075 -0.143 0.089
H 0.445073 -6.450269 5.241556 0.094 -0.046 0.116 0.089
H -2.959492 -6.017805 5.015859 0.291 0.023 0.056 0.088
H -3.223554 -3.305831 5.047083 0.254 -0.031 0.177 0.088
H -2.716534 -2.443347 7.587811 0.212 -0.252 -0.139 0.089
H -2.151484 -4.632684 9.119178 0.305 0.015 -0.386 0.092
H -2.289097 -6.834704 7.521415 0.186 0.259 -0.082 0.089

(3)
70
Properties=species:S:1:pos:R:3:forces:R:3:lowdin_charge:R:1 method="wB97M-V/def2-TZVPD" lumo_ev="-10.254 / -11.401" e_above_lowest_kj_mol=85.0 orbital_gap_ev="6.9934 / 5.8444" total_charge=+3 multiplicity=2 energy_ev=-59729.15209
Ir -1.079890 -0.017045 -0.268337 -0.523 -0.992 0.187 1.194
C 4.162110 0.751910 -0.253387 -0.061 -0.121 -0.027 -0.020
C 3.669844 -0.551314 -0.841406 -0.058 0.160 0.136 -0.251
C 4.563425 -1.356372 -1.534757 0.145 -0.154 -0.113 -0.001
C 4.174887 -2.561458 -2.099024 0.139 0.035 -0.018 -0.005
C 2.865680 -3.012893 -1.981005 0.099 -0.088 -0.071 -0.037
C 1.952515 -2.241398 -1.303158 -0.109 0.299 0.184 -0.082
C 2.347207 -1.015696 -0.737497 -0.208 -0.058 -0.092 -0.308
P 1.176554 -0.000634 0.131396 -0.309 0.375 0.015 1.029
C 1.047080 1.671073 -0.481741 0.531 0.116 -0.105 -0.329
C 1.154984 2.730726 0.456201 -0.041 -0.140 -0.032 -0.061
C 1.394504 4.007221 0.021509 -0.020 0.072 -0.078 -0.023
C 1.518609 4.252213 -1.354193 -0.010 0.025 0.005 0.011
C 1.366835 3.230473 -2.281400 -0.044 0.059 0.053 -0.017
C 1.109064 1.925167 -1.883697 0.019 -0.025 0.120 -0.279
C 0.957249 0.862026 -2.934969 0.043 0.037 0.001 -0.025
C 1.269178 -0.114216 1.895217 -0.003 -0.227 -0.054 -0.328
C 2.379897 -0.604962 2.577970 0.081 0.075 0.061 -0.035
C 2.272722 -0.860469 3.936506 0.034 0.007 -0.028 -0.018
C 1.055040 -0.672736 4.581097 -0.020 0.015 -0.012 -0.003
C -0.064617 -0.228609 3.882919 0.006 0.089 0.066 0.000
C 0.035787 0.063725 2.532299 0.128 -0.039 0.121 -0.310
C -1.127266 0.549754 1.741285 -0.108 0.218 -0.274 -0.136
H 5.163856 0.623908 0.153298 0.030 -0.017 -0.026 0.106
H 3.539896 1.131420 0.558006 -0.004 -0.002 0.010 0.058
H 4.223457 1.528862 -1.017968 -0.022 0.006 -0.027 0.104
H 5.591782 -1.029383 -1.628495 0.003 -0.016 -0.007 0.137
H 4.902844 -3.158262 -2.633028 -0.002 0.008 0.007 0.132
H 2.568159 -3.956003 -2.417473 0.002 -0.004 -0.004 0.127
H 0.932223 -2.595175 -1.226330 -0.053 0.028 0.031 0.093
H 1.122348 2.516490 1.517709 0.003 -0.009 0.002 0.124
H 1.523856 4.812076 0.732910 -0.002 -0.001 -0.007 0.133
H 1.734318 5.255950 -1.699867 -0.001 -0.013 0.005 0.136
H 1.450645 3.450042 -3.338754 0.005 0.005 -0.001 0.140
H 0.491902 1.277915 -3.827758 0.013 0.010 -0.001 0.103
H 0.363064 0.004488 -2.611351 -0.033 -0.039 0.024 0.058
H 1.935235 0.472065 -3.228913 -0.005 -0.020 -0.001 0.113
H 3.312008 -0.790162 2.057873 -0.012 -0.019 0.020 0.120
H 3.130493 -1.219314 4.488777 -0.008 -0.014 -0.004 0.130
H 0.971188 -0.891982 5.637619 -0.004 0.006 -0.002 0.132
H -1.011146 -0.108185 4.396335 0.014 -0.009 0.001 0.135
H -1.116572 1.635813 1.630390 -0.109 0.002 0.090 0.075
H -2.087170 0.241260 2.154383 0.005 -0.091 -0.054 0.102
C -2.557291 4.228446 -1.031799 0.044 0.044 0.010 -0.190
S -2.142265 2.692214 -1.821434 0.078 -0.095 -0.227 0.988
C -3.685880 2.276750 -2.613585 -0.021 -0.006 -0.005 -0.192
O -2.064360 1.717576 -0.599284 0.130 0.147 0.277 -0.658
H -3.516485 4.140699 -0.525288 0.016 -0.016 0.022 0.083
H -2.592191 4.994161 -1.809166 -0.036 -0.015 -0.005 0.091
H -1.756738 4.454147 -0.329453 0.010 0.023 -0.030 0.064
H -3.685001 2.735652 -3.603070 -0.009 0.037 0.025 0.086
H -4.529409 2.625494 -2.021233 0.009 -0.045 0.024 0.081
H -3.698207 1.192259 -2.713011 0.010 0.011 -0.054 0.057
C -4.873272 -2.184677 -0.819316 -0.014 0.018 -0.024 0.045
C -3.494681 -1.779621 -0.469164 0.195 -0.155 0.025 -0.306
O -2.928660 -0.860278 -1.098155 -0.031 0.252 0.259 -0.059
C -2.726714 -2.452159 0.592839 0.131 0.252 -0.230 -0.149
C -1.332771 -2.215117 0.649445 -0.243 -0.079 0.491 -0.147
C -0.546177 -2.861122 1.597826 -0.009 0.226 -0.322 -0.026
C -1.148637 -3.712632 2.516547 -0.129 -0.035 -0.005 0.006
C -2.519371 -3.919333 2.485248 -0.045 -0.018 -0.004 0.019
C -3.309230 -3.303246 1.514210 0.041 -0.098 0.104 0.039
H -5.213379 -1.658255 -1.706140 -0.007 -0.001 0.006 0.108
H -5.536086 -1.947463 0.019226 -0.008 0.003 -0.012 0.126
H -4.929734 -3.263728 -0.973898 0.011 0.005 -0.002 0.124
H -0.791703 -1.856596 -0.282379 0.308 -0.079 -0.424 0.055
H 0.528575 -2.743491 1.603142 0.037 0.052 0.012 0.122
H -0.540390 -4.231303 3.245797 0.003 0.012 -0.009 0.136
H -2.979803 -4.582163 3.206255 -0.005 0.008 -0.013 0.138
H -4.373915 -3.494544 1.486639 0.008 0.002 0.012 0.138